1.
Density functional theory data (the ωB97M-V functional and the def2-TZVPD basis) for a molecular structure, C21H18N2O4S2 in a non-equilibrium geometry.

Structure (XYZ):
```
47
Properties=species:S:1:pos:R:3:nbo_charge:R:1
S 2.604 0.526 -0.940 0.31
C -0.876 -2.326 2.229 -0.46
C 0.885 -2.549 -1.066 -0.20
C 1.607 -2.729 1.650 -0.34
C -4.974 -0.727 2.182 0.10
C 1.980 2.129 -1.864 -0.01
C -0.196 -2.602 -0.325 -0.24
H 3.358 3.603 -2.873 0.24
S -0.596 -0.674 3.104 0.11
H 0.507 3.807 -3.018 0.21
C 0.514 4.138 -1.974 -0.58
C -4.567 -1.035 1.079 -0.28
H -1.174 -2.198 -0.657 0.23
H 3.857 -2.809 -3.484 0.51
C -3.588 0.080 0.553 -0.31
H 2.281 2.592 -3.956 0.22
H -3.125 -0.064 -0.195 0.19
C -0.148 0.601 1.707 0.39
C 2.443 -3.094 0.756 -0.06
O 3.055 -2.647 -2.959 -0.65
N 0.831 0.229 1.004 -0.49
H 1.685 -2.784 2.732 0.23
N -1.141 1.488 1.300 -0.44
H -2.162 1.783 3.100 0.22
C -2.286 1.572 2.177 -0.26
H -1.741 -2.189 1.886 0.20
H -0.309 4.351 -1.639 0.21
C -3.287 0.534 1.728 0.35
C 3.339 -2.993 -1.727 0.75
H 1.304 4.917 -2.100 0.22
C 2.989 2.509 -2.978 -0.68
H -5.647 -0.959 2.940 0.21
C 0.346 2.128 -0.382 -0.38
C 0.999 1.072 -0.176 0.22
C 2.252 -2.647 -0.724 -0.19
C 0.336 -2.492 1.298 0.17
C 0.849 2.692 -1.403 -0.05
H -4.914 -1.641 0.385 0.23
H -2.624 2.719 1.869 0.27
H 3.850 1.666 -3.266 0.25
H 3.464 -3.274 1.034 0.23
C -0.787 2.393 0.269 0.67
O -4.031 0.335 2.851 -0.47
O -1.531 3.466 0.163 -0.64
O 4.489 -3.290 -1.239 -0.63
H -0.867 -2.984 2.993 0.22
H 0.746 -2.622 -2.042 0.20
```

Summary:
LUMO energy = -0.50 eV
Spin multiplicity = 1
Orbital gap = 0.2847 Ha
Relative energy (zero: lowest compared OMol25 entry of this formula, charge and spin) = 380.1 kcal per mole


2.
Density functional theory data (the ωB97M-V functional and the def2-TZVPD basis) for a molecular structure, C21H19B3F6HgNO25P in a non-equilibrium geometry.

Structure (XYZ):
```
77
Properties=species:S:1:pos:R:3:lowdin_charge:R:1
F -3.054 -2.551 -0.777 -0.17
C 3.765 -2.515 -1.049 -0.11
C 3.602 0.527 -0.970 -0.48
C -2.357 1.401 -2.918 -0.36
F -2.122 -3.447 1.128 -0.14
C -0.302 -0.487 6.301 -0.39
C 2.906 -1.753 -2.097 -0.49
C -2.237 3.852 0.307 -0.40
N 2.596 -0.380 -1.590 -0.10
O 0.059 -1.182 5.219 0.24
O -4.435 1.886 5.092 0.16
H 5.394 -2.216 0.315 0.12
F -1.997 -1.257 1.995 -0.12
H 2.517 2.338 -1.131 0.09
H 2.164 0.537 -3.266 0.11
O 2.288 -1.445 4.154 0.25
H 4.365 -3.223 -1.621 0.11
C 4.861 -1.615 -0.422 -0.17
O -1.161 1.410 -2.645 0.05
O -6.655 -1.825 -3.990 0.13
H 2.969 -1.325 -4.215 0.08
O -4.989 -0.299 -3.985 0.23
H 3.775 -0.391 1.007 0.11
O -1.981 1.946 1.573 0.27
H 2.091 1.498 0.326 0.05
C 1.622 -2.567 -2.187 -0.04
O -7.059 -0.833 -1.313 0.17
C -3.168 2.473 -3.669 -0.39
H 3.207 -2.948 -0.222 0.11
P -2.485 -1.954 0.641 0.20
O -3.138 0.406 -2.660 0.25
O 2.800 -2.470 2.216 0.14
C 2.202 -1.666 2.877 -0.39
O 1.705 0.325 -2.434 -0.10
C -4.996 1.494 2.776 -0.37
B -3.244 2.650 1.977 -0.84
H 5.573 -1.416 -1.232 0.09
H 3.663 -2.862 -3.715 0.09
H 1.835 -3.629 -2.316 0.10
C 3.595 -1.808 -3.456 -0.03
O 0.777 0.123 3.345 0.28
O 0.902 -0.419 1.178 0.01
H 5.431 0.397 -2.204 0.07
O -5.512 0.712 -1.975 0.23
O -4.412 2.062 -3.767 0.25
O -2.733 3.506 -4.093 0.15
C 0.756 0.611 6.494 -0.38
Hg 0.061 0.064 -0.856 1.36
C 1.200 -0.590 2.344 -0.33
C -1.442 2.556 0.595 -0.36
O -3.173 3.950 1.213 0.24
B -4.529 0.753 -3.068 -0.84
H 1.052 -2.366 -3.104 0.09
O -0.483 2.184 -0.090 0.01
O -2.043 4.497 -0.685 0.16
H 4.551 -1.287 -3.501 0.07
H 0.906 -2.389 -1.383 0.06
B 1.214 -0.526 4.595 -0.88
O 1.716 0.429 5.576 0.23
H 4.946 2.034 -1.779 0.09
C 4.341 -0.301 0.078 -0.14
F -3.980 -2.060 1.197 -0.12
H 3.639 2.421 0.175 0.10
O -5.916 0.752 2.866 0.18
C 4.572 1.047 -2.055 -0.02
C 2.938 1.746 -0.311 -0.02
H 4.026 1.230 -2.984 0.08
F -0.953 -1.893 -0.004 -0.25
O -1.291 -0.607 6.944 0.18
H 5.195 0.299 0.417 0.13
C -6.253 -0.408 -2.072 -0.38
F -2.637 -0.439 0.000 -0.18
O -3.236 2.849 3.433 0.24
C -4.137 2.025 3.948 -0.39
C -5.962 -0.999 -3.461 -0.41
O 0.731 1.445 7.343 0.16
O -4.438 1.912 1.626 0.24
```

Summary:
LUMO energy = 2.36 eV
Spin multiplicity = 1
Net charge = -2
Orbital gap = 0.2779 Ha
Relative energy (zero: lowest compared OMol25 entry of this formula, charge and spin) = 20.0 kcal per mole